{"formula": "C21H31BrIN5O3PSSr", "method": "ωB97M-V/def2-TZVPD", "fmax_ha_per_bohr": 0.014, "e_tot_ev": -134971.9943, "mol_weight_g_mol": 759.0, "lumo_ev": -3.10, "relative_energy_ev": 1.4264, "total_charge": 1, "homo_energy_ev": -11.402, "species": ["Sr", "N", "C", "C", "C", "C", "C", "C", "S", "O", "O", "O", "H", "H", "H", "H", "H", "H", "C", "N", "C", "N", "C", "N", "C", "N", "C", "C", "H", "H", "H", "H", "H", "H", "H", "H", "H", "H", "H", "H", "Br", "C", "C", "C", "C", "C", "C", "I", "H", "H", "H", "H", "C", "P", "C", "C", "H", "H", "H", "H", "H", "H", "H", "H", "H"], "positions_angstrom": [[-0.631762, -0.020000, -0.731097], [-1.503323, -0.049198, -3.527616], [-1.652580, 1.198422, -2.862517], [-0.553713, 2.045079, -2.742118], [-0.510801, 2.993308, -1.718220], [-1.556242, 3.096326, -0.814094], [-2.721355, 2.358132, -1.033764], [-2.772860, 1.406755, -2.045417], [-1.364528, 4.011860, 0.707109], [-2.251657, 5.136838, 0.598016], [-1.767995, 2.981240, 1.668096], [0.059970, 4.294372, 0.726306], [-2.386086, -0.450800, -3.819844], [-0.873980, -0.026854, -4.320241], [0.294320, 1.912530, -3.405589], [0.359776, 3.620556, -1.571167], [-3.556729, 2.493814, -0.358497], [-3.646656, 0.773880, -2.162919], [2.474484, -0.196914, -2.564606], [1.959123, -0.368917, -1.177663], [2.402931, -1.715053, -0.707133], [3.839672, -1.869096, -0.754370], [4.283610, -1.665075, -2.138069], [3.913830, -0.335775, -2.634327], [4.525241, 0.671279, -1.757802], [4.088058, 0.513638, -0.366469], [2.648591, 0.645032, -0.317532], [4.451731, -0.832121, 0.085215], [2.194858, 0.799617, -2.913191], [2.001934, -0.947864, -3.203786], [1.939641, -2.469979, -1.350912], [2.050589, -1.856339, 0.319602], [3.831785, -2.426654, -2.776373], [5.366833, -1.771712, -2.182025], [4.252464, 1.667688, -2.109318], [5.608687, 0.569525, -1.805081], [2.355134, 1.645739, -0.647986], [2.304964, 0.501997, 0.711993], [4.123733, -0.965620, 1.118214], [5.535127, -0.939865, 0.048105], [-3.746823, -5.440578, -0.760418], [-3.985838, -3.907690, 0.295568], [-5.254606, -3.632869, 0.796572], [-5.473182, -2.509525, 1.578401], [-4.427965, -1.648692, 1.879737], [-3.158833, -1.919112, 1.390833], [-2.947442, -3.042720, 0.601779], [-1.005608, -3.332524, -0.108953], [-6.066195, -4.309430, 0.569101], [-6.465766, -2.313048, 1.959225], [-4.586988, -0.776340, 2.499371], [-2.328172, -1.276137, 1.659831], [0.875656, 1.955183, 2.921036], [-0.160239, 0.557406, 2.388431], [-1.585072, 0.685022, 3.534205], [0.742380, -0.867762, 3.116798], [0.954949, 1.938262, 4.009238], [0.425952, 2.891378, 2.586911], [1.879797, 1.891273, 2.495389], [-1.211169, 0.817368, 4.550957], [-2.188091, -0.225952, 3.515086], [-2.199118, 1.536863, 3.255638], [0.906729, -0.713076, 4.184665], [1.714230, -0.996290, 2.635857], [0.174590, -1.790798, 2.981829]], "forces_ev_per_angstrom": [[0.1, 0.2, 0.7], [-0.2, 0.1, -0.1], [-0.1, -0.1, -0.2], [0.0, 0.0, -0.1], [0.1, -0.1, -0.1], [-0.1, -0.3, -0.3], [0.1, 0.0, 0.0], [0.1, 0.0, -0.1], [0.1, 0.2, 0.1], [0.0, -0.1, 0.1], [-0.1, 0.1, -0.1], [-0.1, -0.1, 0.1], [0.0, 0.0, 0.0], [0.0, 0.1, 0.0], [0.0, 0.0, 0.0], [0.0, 0.0, 0.0], [0.0, 0.0, 0.0], [0.0, 0.0, 0.0], [0.1, 0.0, 0.0], [-0.2, 0.0, 0.0], [0.0, 0.0, 0.0], [0.0, 0.0, 0.0], [0.0, 0.0, 0.0], [0.0, 0.0, 0.0], [0.0, 0.0, 0.0], [0.0, 0.0, -0.1], [0.0, 0.0, 0.1], [0.0, 0.0, 0.0], [0.0, 0.0, 0.0], [0.0, 0.0, 0.0], [0.0, 0.0, 0.0], [0.0, 0.0, 0.0], [0.0, 0.0, 0.0], [0.0, 0.0, 0.0], [0.0, 0.0, 0.0], [0.0, 0.0, 0.0], [0.0, 0.0, 0.0], [0.0, 0.0, -0.1], [0.0, 0.0, 0.0], [0.0, 0.0, 0.0], [0.0, -0.1, -0.1], [-0.1, 0.1, 0.1], [0.0, 0.0, 0.0], [0.0, 0.0, 0.0], [0.1, 0.0, 0.0], [-0.2, 0.0, 0.1], [0.1, 0.2, 0.0], [0.2, -0.1, -0.1], [0.0, 0.0, 0.0], [0.0, 0.0, 0.0], [0.0, 0.0, 0.0], [0.0, 0.0, 0.0], [0.1, 0.1, -0.1], [-0.1, 0.0, 0.0], [0.0, -0.2, 0.0], [0.0, 0.0, 0.1], [0.0, 0.0, 0.0], [0.1, -0.1, 0.1], [0.0, 0.0, 0.0], [0.0, 0.0, 0.0], [0.1, 0.0, 0.0], [0.0, 0.0, 0.0], [0.0, 0.0, 0.0], [0.0, 0.0, 0.0], [0.0, 0.0, 0.0]]}


{"formula": "C21H31ClO10P4V", "method": "ωB97M-V/def2-TZVPD", "multiplicity": 4, "fmax_ha_per_bohr": 0.034, "e_tot_ev": -118131.2527, "mol_weight_g_mol": 653.8, "lumo_ev": [4.58, 4.58], "relative_energy_ev": 2.5342, "total_charge": -2, "homo_energy_ev": [-0.941, -0.960], "species": ["V", "C", "P", "C", "C", "C", "C", "C", "C", "C", "P", "C", "C", "H", "H", "H", "H", "H", "H", "H", "H", "H", "H", "H", "H", "H", "H", "H", "H", "O", "P", "O", "O", "O", "P", "O", "O", "O", "H", "H", "C", "C", "C", "O", "C", "O", "O", "H", "H", "H", "H", "H", "H", "H", "Cl", "C", "C", "C", "C", "C", "C", "C", "H", "H", "H", "H", "H", "H"], "positions_angstrom": [[-0.761040, 0.240088, -1.359611], [1.934212, -1.425214, -3.313023], [0.844668, -1.358258, -1.842283], [0.075937, -3.018805, -1.981687], [2.060896, -1.595090, -0.471797], [2.942882, -2.670139, -0.425593], [3.805385, -2.836541, 0.650566], [3.783717, -1.920777, 1.696483], [2.914793, -0.839808, 1.656136], [2.049219, -0.665076, 0.578533], [0.930176, 0.775968, 0.390974], [1.377080, 2.014342, 1.684038], [2.195864, 1.617968, -0.829203], [2.538242, -2.333175, -3.291417], [2.583920, -0.551446, -3.342315], [1.294169, -1.425383, -4.195029], [0.820621, -3.811010, -2.075427], [-0.558614, -2.993330, -2.868444], [-0.549971, -3.191434, -1.104429], [2.955207, -3.395171, -1.234243], [4.482191, -3.683742, 0.677644], [4.443164, -2.052408, 2.547321], [2.890011, -0.138840, 2.485275], [1.304794, 1.601376, 2.686217], [0.652447, 2.828446, 1.589239], [2.376141, 2.417961, 1.516706], [3.213666, 1.617853, -0.425969], [1.866011, 2.646796, -0.992917], [2.195493, 1.131622, -1.805606], [-3.451497, -0.906890, -3.331110], [-1.897112, -0.413220, -3.351691], [-2.344957, 1.254783, -0.353892], [-1.241285, -1.126241, -4.520120], [-2.147111, 1.182091, -3.902797], [-0.801320, 2.086650, -3.851270], [0.192090, 1.244108, -4.804725], [-1.053915, 3.439685, -4.379196], [-0.287102, 1.987184, -2.395782], [-3.903415, -0.673741, -2.503361], [-0.158348, 0.323775, -4.909340], [-3.874476, 2.812855, -1.503433], [-2.902978, 2.612885, -0.359868], [-3.531636, 2.867246, 0.989422], [-1.794301, 3.441842, -0.478721], [-3.097716, 0.054507, -0.348339], [-4.318735, 0.075597, -0.299535], [-2.295495, -0.926154, -0.434373], [-4.152023, 3.867866, -1.528268], [-4.756127, 2.190821, -1.365660], [-3.400833, 2.557017, -2.450843], [-4.004724, 3.851017, 0.986888], [-2.750007, 2.846691, 1.750493], [-4.271457, 2.096018, 1.197502], [-1.255252, 3.126491, -1.235136], [0.135536, -3.179661, 1.994972], [0.484669, -2.145018, 3.362902], [1.102869, -2.726291, 4.453248], [1.409771, -1.973999, 5.584556], [1.069385, -0.623026, 5.582901], [0.441114, -0.050195, 4.490208], [0.111153, -0.772167, 3.309098], [-0.484757, -0.138393, 2.171704], [1.343950, -3.782867, 4.415166], [1.882972, -2.436050, 6.443213], [1.285774, -0.013032, 6.454146], [0.163461, 0.998264, 4.534056], [-1.094404, -0.801131, 1.568881], [-1.013041, 0.783912, 2.417966]], "forces_ev_per_angstrom": [[-0.4, 0.8, 0.8], [-0.1, 0.2, 0.0], [1.1, -1.4, -0.1], [-0.1, 0.1, 0.1], [-0.1, 0.1, 0.1], [0.0, 0.0, 0.0], [-0.1, 0.0, 0.0], [0.0, 0.0, -0.1], [0.0, 0.0, 0.0], [-0.1, -0.1, 0.0], [1.3, 0.6, -0.2], [-0.2, 0.0, 0.1], [-0.3, -0.1, 0.0], [0.0, 0.0, 0.0], [0.0, 0.0, 0.0], [0.0, 0.0, 0.0], [0.0, 0.0, 0.0], [0.0, 0.0, 0.0], [0.0, 0.0, 0.0], [0.0, 0.0, 0.0], [0.0, 0.0, 0.0], [0.0, 0.0, 0.0], [0.0, -0.1, -0.1], [0.0, 0.0, 0.0], [0.0, 0.0, 0.0], [0.0, 0.0, 0.0], [0.0, 0.0, 0.1], [0.0, 0.0, 0.0], [0.0, 0.0, 0.0], [-0.1, 0.0, 0.1], [-0.6, 0.1, -1.3], [-0.4, 0.0, -0.1], [0.0, 0.1, 0.3], [0.2, -0.2, -0.1], [0.0, 0.2, -0.2], [-0.1, -0.1, 0.1], [0.1, 0.0, 0.1], [-0.2, 0.0, -0.5], [0.1, -0.1, 0.0], [0.1, 0.2, 0.0], [0.0, -0.1, -0.2], [0.1, 0.0, 0.0], [0.1, 0.0, 0.2], [0.1, -0.1, 0.1], [-0.1, -0.6, 0.5], [0.1, 0.1, -0.1], [-0.2, 0.6, 0.2], [0.0, 0.0, 0.0], [0.0, 0.0, 0.0], [0.0, 0.0, 0.0], [0.0, 0.0, 0.0], [0.0, 0.0, 0.0], [0.0, 0.1, 0.0], [0.0, 0.0, -0.1], [-0.1, 0.0, 0.0], [0.1, 0.0, 0.2], [0.0, 0.1, -0.1], [0.0, 0.0, 0.0], [-0.1, 0.0, -0.2], [0.2, 0.0, 0.2], [-0.2, 0.2, -0.3], [-0.2, -0.7, 0.7], [0.0, 0.0, 0.0], [0.0, 0.0, 0.0], [0.0, 0.0, 0.0], [0.0, 0.0, 0.0], [0.1, 0.0, -0.2], [0.1, 0.1, -0.1]]}


{"formula": "C21H31F5P2PbS", "method": "ωB97M-V/def2-TZVPD", "fmax_ha_per_bohr": 0.069, "e_tot_ev": -70518.6993, "mol_weight_g_mol": 679.7, "lumo_ev": -1.17, "relative_energy_ev": 5.3838, "total_charge": 0, "homo_energy_ev": -4.407, "species": ["P", "P", "C", "C", "H", "H", "H", "H", "C", "H", "H", "H", "C", "H", "H", "H", "C", "H", "H", "H", "C", "H", "H", "H", "Pb", "C", "C", "C", "C", "C", "C", "C", "C", "C", "H", "H", "H", "H", "H", "H", "H", "H", "H", "H", "H", "H", "H", "H", "H", "F", "C", "C", "F", "C", "F", "C", "S", "C", "F", "C", "F"], "positions_angstrom": [[0.089339, -2.752314, -1.946727], [2.619050, -1.157947, 0.501408], [1.781282, -3.180235, -1.452864], [2.109322, -2.851215, 0.012778], [2.498583, -2.740210, -2.180014], [1.816281, -4.265824, -1.574793], [1.261500, -3.123626, 0.658286], [2.948401, -3.502071, 0.314535], [4.429738, -1.146960, 0.272202], [4.872472, -0.305177, 0.817136], [4.702263, -1.054060, -0.799833], [4.848634, -2.083379, 0.660041], [2.313902, -1.085816, 2.263598], [3.164104, -1.546453, 2.787452], [1.408326, -1.662333, 2.538683], [2.216145, -0.045433, 2.626346], [0.002284, -2.895774, -3.756374], [-0.826779, -2.262639, -4.112708], [-0.208246, -3.941331, -4.011141], [0.936766, -2.573708, -4.222311], [-0.859479, -4.190436, -1.375915], [-0.506123, -4.523800, -0.391042], [-0.691043, -5.005675, -2.102960], [-1.931910, -3.977406, -1.334451], [-0.816294, 0.234566, 3.225976], [1.964537, 0.112156, -0.800913], [1.954765, -0.278197, -2.232846], [1.356935, 0.595148, -3.234772], [-0.170813, 0.945592, -2.999160], [-1.012395, -0.170962, -2.660800], [-0.784370, -1.172473, -1.588889], [-0.355547, -0.622802, -0.232463], [0.642791, 0.536526, -0.204593], [-2.779880, 0.425981, 2.222974], [2.724587, 0.930167, -0.699537], [2.887030, -0.757249, -2.576079], [1.409971, 0.105866, -4.224350], [1.908016, 1.536982, -3.331056], [-0.265800, 1.764038, -2.268458], [-0.569646, 1.350282, -3.944249], [-2.026410, -0.139139, -3.041961], [-1.785350, -1.646681, -1.486810], [0.069189, -1.440598, 0.365055], [-1.274787, -0.307875, 0.292794], [0.244108, 1.472971, -0.634543], [0.797800, 0.822625, 0.852722], [-3.339406, 1.262950, 2.630262], [-3.350756, -0.521192, 2.359473], [-2.605231, 0.600508, 1.161578], [-4.454223, 6.752927, 4.093613], [-3.710490, 5.727959, 3.674720], [-3.419621, 4.633093, 4.516086], [-4.001694, 4.620612, 5.751895], [-2.577940, 3.648252, 4.105287], [-2.424127, 2.508986, 4.886418], [-1.880343, 3.713606, 2.866716], [-0.587880, 2.689653, 2.355485], [-2.282579, 4.759854, 2.003775], [-1.787563, 4.744646, 0.733879], [-3.161021, 5.726822, 2.366137], [-3.530376, 6.708222, 1.505301]], "forces_ev_per_angstrom": [[1.1, 0.6, -1.8], [0.4, -0.4, -3.1], [0.7, -0.1, -0.5], [0.4, -0.6, 0.3], [-0.7, -0.3, 0.7], [0.2, -0.3, 0.2], [0.2, 0.0, -0.1], [-0.2, 0.1, 0.1], [0.1, -0.1, -0.1], [-0.1, -0.1, -0.1], [-0.4, 0.0, 0.6], [0.0, 0.2, 0.0], [-0.2, 0.2, 0.8], [-0.1, 0.1, -0.2], [0.5, 0.4, -0.3], [0.1, -0.5, -0.2], [0.0, -0.6, 0.1], [0.4, 0.1, 0.3], [0.2, 0.1, -0.1], [-0.2, 0.1, 0.1], [0.0, -0.7, 0.0], [-0.2, 0.1, -0.2], [-0.2, 0.2, 0.5], [0.2, 0.0, 0.0], [-0.3, 0.8, -0.1], [1.0, 1.3, 0.0], [0.3, -3.3, 1.3], [-1.6, 1.0, -0.5], [1.5, 1.0, -1.0], [-1.0, -2.4, 1.1], [-2.0, 2.2, -0.5], [-0.7, 0.5, 0.5], [-0.6, 0.5, 0.3], [-0.9, -1.2, 0.1], [-0.1, 0.0, 1.0], [0.1, 0.4, 0.2], [0.0, 0.1, 0.3], [0.1, 0.6, -0.2], [0.3, 0.4, -0.3], [0.3, 0.2, 0.2], [0.0, -0.3, 0.0], [0.1, 0.2, 0.3], [0.0, -0.3, 0.5], [0.5, -0.2, -0.3], [0.2, -0.7, 0.0], [0.1, -0.1, -0.1], [-0.1, 0.0, 0.1], [0.1, 0.7, -0.2], [-0.1, 0.1, 0.2], [0.0, -0.4, -0.1], [0.9, -0.8, -0.7], [-1.5, 1.8, 0.8], [0.6, -0.2, -1.0], [1.4, -1.8, -0.9], [0.1, 1.3, -0.6], [-1.5, 0.5, 0.7], [1.0, -0.1, 0.0], [1.3, -1.6, -0.9], [-0.4, 0.4, 1.1], [-1.6, 1.5, 1.1], [0.4, -0.7, 0.6]]}